Molecular formula: C41H89N2O38P7
Method: DFT, the ωB97M-V functional and the def2-TZVPD basis

Last columns: bonded neighbours and bond lengths (Å).
Atoms and positions in Å:
1 O 4.8400 -1.4967 2.2017  N2 1.246
2 N 5.1813 -0.6219 1.3822  O1 1.246, O3 1.250, C4 1.473
3 O 4.8999 -0.5848 0.1644  N2 1.250
4 C 5.9158 0.5171 1.9591  N2 1.473, C5 1.399, C9 1.384
5 C 6.4091 0.4571 3.2668  C4 1.399, C6 1.422, H10 1.080
6 C 7.2463 1.5071 3.7343  C5 1.422, C7 1.343, H11 1.080
7 C 7.5789 2.5231 2.9221  C6 1.343, C8 1.446, H12 1.080
8 C 6.8696 2.6657 1.6702  C7 1.446, C9 1.369, H13 1.080
9 C 6.1924 1.5994 1.1416  C4 1.384, C8 1.369, H14 1.080
10 H 6.1687 -0.3232 3.9737  C5 1.080
11 H 7.6005 1.3711 4.7455  C6 1.080
12 H 8.3720 3.2071 3.1856  C7 1.080
13 H 7.0537 3.6140 1.1871  C8 1.080
14 H 5.7788 1.6796 0.1471  C9 1.080
15 O 1.8289 -2.0276 -6.0310  N16 1.251
16 N 0.9820 -1.2145 -5.6001  O15 1.251, O17 1.196, C18 1.524
17 O -0.0405 -1.5597 -5.0843  N16 1.196
18 C 1.2964 0.2525 -5.8656  N16 1.524, C19 1.404, C23 1.358
19 C 2.5912 0.5668 -6.3069  C18 1.404, C20 1.371, H24 1.080
20 C 2.9528 1.8775 -6.4801  C19 1.371, C21 1.367, H25 1.080
21 C 2.0453 2.8739 -6.2506  C20 1.367, C22 1.441, H26 1.080
22 C 0.6858 2.5098 -5.9414  C21 1.441, C23 1.338, H27 1.080
23 C 0.3415 1.2175 -5.8902  C18 1.358, C22 1.338, H28 1.080
24 H 3.3248 -0.2101 -6.4641  C19 1.080
25 H 3.9222 2.2636 -6.7586  C20 1.080
26 H 2.2673 3.9233 -6.3774  C21 1.080
27 H -0.0977 3.2521 -5.9020  C22 1.080
28 H -0.6720 0.8545 -5.8042  C23 1.080
29 C -0.5661 3.7315 -2.1820  O30 1.426, H37 1.090, H38 1.090, H39 1.090
30 O -1.1788 3.5857 -3.4615  C29 1.426, P31 1.665
31 P -2.8108 3.6107 -3.7895  O30 1.665, O32 1.480, O33 1.564, O35 1.630
32 O -3.3399 2.9883 -5.0232  P31 1.480
33 O -3.0234 5.1587 -3.8533  P31 1.564, C34 1.461
34 C -4.4107 5.5656 -4.0636  O33 1.461, H40 1.090, H41 1.090, H42 1.090
35 O -3.6074 3.1095 -2.4588  P31 1.630, C36 1.390
36 C -4.1102 1.8155 -2.3858  O35 1.390, H43 1.090, H44 1.090, H45 1.090
37 H -0.6194 4.8039 -1.9946  C29 1.090
38 H 0.4268 3.2823 -2.2044  C29 1.090
39 H -1.1016 3.2857 -1.3438  C29 1.090
40 H -4.8077 6.1783 -3.2542  C34 1.090
41 H -5.0768 4.7147 -4.2061  C34 1.090
42 H -4.3588 6.1370 -4.9904  C34 1.090
43 H -5.0601 1.6922 -1.8657  C36 1.090
44 H -3.3799 1.2634 -1.7942  C36 1.090
45 H -4.1523 1.3206 -3.3561  C36 1.090
46 C 0.0945 -4.4831 -2.9067  O47 1.456, H54 1.090, H55 1.090, H56 1.090
47 O 1.1023 -5.2409 -3.6349  C46 1.456, P48 1.638
48 P 0.8672 -6.6723 -4.3958  O47 1.638, O49 1.473, O50 1.593, O52 1.644
49 O 2.0453 -6.9889 -5.2222  P48 1.473
50 O 0.5922 -7.5708 -3.1097  P48 1.593, C51 1.375
51 C 0.6282 -8.9408 -3.2252  O50 1.375, H57 1.090, H58 1.090, H59 1.090
52 O -0.5816 -6.5402 -5.1621  P48 1.644, C53 1.448
53 C -1.0612 -7.4539 -6.1780  O52 1.448, H60 1.090, H61 1.090, H62 1.090
54 H -0.1048 -3.4858 -3.2988  C46 1.090
55 H 0.3084 -4.4541 -1.8383  C46 1.090
56 H -0.9222 -4.8151 -3.1166  C46 1.090
57 H 0.9885 -9.4555 -2.3345  C51 1.090
58 H 1.3647 -9.1929 -3.9882  C51 1.090
59 H -0.3266 -9.2296 -3.6646  C51 1.090
60 H -1.8323 -7.1384 -6.8809  C53 1.090
61 H -1.2184 -8.4924 -5.8867  C53 1.090
62 H -0.3269 -7.4669 -6.9834  C53 1.090
63 C -4.1998 2.7887 1.0803  O64 1.448, H71 1.090, H72 1.090, H73 1.090
64 O -5.4936 3.4252 1.2157  C63 1.448, P65 1.610
65 P -6.2995 3.0965 2.5702  O64 1.610, O66 1.474, O67 1.681, O69 1.666
66 O -7.2720 4.1452 2.9278  P65 1.474
67 O -6.8446 1.5383 2.2518  P65 1.681, C68 1.376
68 C -7.5810 0.9393 3.2485  O67 1.376, H74 1.090, H75 1.090, H76 1.090
69 O -5.0907 2.9234 3.7042  P65 1.666, C70 1.428
70 C -5.1577 3.1681 5.1096  O69 1.428, H77 1.090, H78 1.090, H79 1.090
71 H -3.5351 3.3291 0.4063  C63 1.090
72 H -4.3010 1.8096 0.6121  C63 1.090
73 H -3.6391 2.6583 2.0059  C63 1.090
74 H -7.2900 -0.1110 3.2334  C68 1.090
75 H -8.6395 0.9886 2.9932  C68 1.090
76 H -7.3896 1.3735 4.2298  C68 1.090
77 H -4.5106 3.9984 5.3925  C70 1.090
78 H -4.8078 2.3628 5.7556  C70 1.090
79 H -6.1928 3.3704 5.3848  C70 1.090
80 C 2.1566 -0.0009 1.4552  O81 1.442, H88 1.090, H89 1.090, H90 1.090
81 O 0.9225 0.7228 1.2726  C80 1.442, P82 1.636
82 P -0.4227 -0.0719 0.7871  O81 1.636, O83 1.459, O84 1.590, O86 1.699
83 O -1.6574 0.7057 0.8156  P82 1.459
84 O 0.1051 -0.6918 -0.5788  P82 1.590, C85 1.429
85 C -0.3657 -0.1553 -1.8170  O84 1.429, H91 1.090, H92 1.090, H93 1.090
86 O -0.5206 -1.4473 1.7797  P82 1.699, C87 1.488
87 C -0.2111 -2.8420 1.3621  O86 1.488, H94 1.090, H95 1.090, H96 1.090
88 H 2.5670 -0.0415 2.4641  C80 1.090
89 H 2.9016 0.4329 0.7882  C80 1.090
90 H 2.0054 -1.0179 1.0932  C80 1.090
91 H -0.6386 -1.0121 -2.4331  C85 1.090
92 H 0.4693 0.2510 -2.3878  C85 1.090
93 H -1.1353 0.6116 -1.9040  C85 1.090
94 H 0.4814 -3.2319 2.1081  C87 1.090
95 H 0.3268 -2.8157 0.4144  C87 1.090
96 H -1.0452 -3.5423 1.3179  C87 1.090
97 C 3.8929 -4.5267 -5.0428  O98 1.354, H105 1.090, H106 1.090, H107 1.090
98 O 4.6372 -3.4025 -5.1723  C97 1.354, P99 1.651
99 P 5.0275 -2.4924 -3.8510  O98 1.651, O100 1.473, O101 1.584, O103 1.625
100 O 5.3871 -3.2296 -2.6270  P99 1.473
101 O 6.1648 -1.5533 -4.4302  P99 1.584, C102 1.442
102 C 6.5594 -0.4544 -3.5837  O101 1.442, H108 1.090, H109 1.090, H110 1.090
103 O 3.7518 -1.4983 -3.6888  P99 1.625, C104 1.325
104 C 2.7989 -1.6670 -2.7832  O103 1.325, H111 1.090, H112 1.090, H113 1.090
105 H 3.2078 -4.5007 -4.1954  C97 1.090
106 H 4.5111 -5.3809 -4.7663  C97 1.090
107 H 3.3820 -4.7791 -5.9720  C97 1.090
108 H 7.6459 -0.3687 -3.5648  C102 1.090
109 H 6.1515 -0.6141 -2.5856  C102 1.090
110 H 6.0831 0.4533 -3.9542  C102 1.090
111 H 2.4960 -2.7140 -2.7810  C104 1.090
112 H 1.9815 -1.0013 -3.0604  C104 1.090
113 H 3.1843 -1.3854 -1.8033  C104 1.090
114 C 3.2296 2.7433 -2.5635  O115 1.466, H122 1.090, H123 1.090, H124 1.090
115 O 2.9860 3.4962 -1.3292  C114 1.466, P116 1.700
116 P 3.3702 5.1338 -1.0842  O115 1.700, O117 1.499, O118 1.657, O120 1.567
117 O 3.0270 5.9686 -2.2812  P116 1.499
118 O 2.6451 5.4778 0.3654  P116 1.657, C119 1.409
119 C 2.8787 4.7062 1.5212  O118 1.409, H125 1.090, H126 1.090, H127 1.090
120 O 4.8888 4.9584 -0.7388  P116 1.567, C121 1.403
121 C 5.8003 4.7537 -1.7849  O120 1.403, H128 1.090, H129 1.090, H130 1.090
122 H 3.3998 3.1818 -3.5467  C114 1.090
123 H 2.2095 2.4013 -2.7384  C114 1.090
124 H 3.7169 1.7707 -2.4939  C114 1.090
125 H 3.3069 3.7139 1.3795  C119 1.090
126 H 1.8827 4.4406 1.8757  C119 1.090
127 H 3.4282 5.2998 2.2518  C119 1.090
128 H 5.6712 5.3027 -2.7177  C121 1.090
129 H 5.8890 3.7742 -2.2547  C121 1.090
130 H 6.8173 4.9456 -1.4429  C121 1.090
131 C 2.6692 4.3745 5.2763  O132 1.467, H139 1.090, H140 1.090, H141 1.090
132 O 1.2910 4.6167 5.7171  C131 1.467, P133 1.680
133 P 0.2038 3.3793 6.0474  O132 1.680, O134 1.449, O135 1.643, O137 1.692
134 O 0.8039 2.1754 6.5852  P133 1.449
135 O -0.8154 4.1839 7.0536  P133 1.643, C136 1.421
136 C -1.4587 5.4028 6.7090  O135 1.421, H142 1.090, H143 1.090, H144 1.090
137 O -0.5792 3.1600 4.5635  P133 1.692, C138 1.409
138 C -0.0748 2.3486 3.5282  O137 1.409, H145 1.090, H146 1.090, H147 1.090
139 H 3.2465 5.2490 5.5764  C131 1.090
140 H 2.6704 4.1840 4.2031  C131 1.090
141 H 3.1851 3.4888 5.6472  C131 1.090
142 H -1.2856 5.6554 5.6629  C136 1.090
143 H -1.3466 6.3706 7.1979  C136 1.090
144 H -2.5071 5.1049 6.7031  C136 1.090
145 H -0.8377 1.8277 2.9496  C138 1.090
146 H 0.5524 1.5451 3.9144  C138 1.090
147 H 0.6517 2.8326 2.8756  C138 1.090
148 C -2.2349 0.6686 6.9637  C149 1.584, H155 1.090, H156 1.090, H157 1.090
149 C -3.5723 -0.1611 6.7829  C148 1.584, O150 1.426, H158 1.090, H159 1.090
150 O -3.9184 -0.2234 5.4007  C149 1.426, C151 1.368
151 C -4.8010 -1.1336 4.8878  O150 1.368, O152 1.245, O153 1.368
152 O -5.5889 -1.8010 5.5840  C151 1.245
153 O -4.6780 -1.2869 3.5340  C151 1.368, C154 1.453
154 C -3.8529 -0.4642 2.6657  O153 1.453, H160 1.090, H161 1.090, H162 1.090
155 H -2.4303 1.7258 6.7846  C148 1.090
156 H -1.5527 0.3278 6.1849  C148 1.090
157 H -1.6714 0.6942 7.8964  C148 1.090
158 H -4.3500 0.3272 7.3702  C149 1.090
159 H -3.5771 -1.1349 7.2726  C149 1.090
160 H -2.8305 -0.8177 2.7993  C154 1.090
161 H -3.8559 0.6150 2.8190  C154 1.090
162 H -4.3581 -0.6157 1.7119  C154 1.090
163 C -6.7324 -6.8515 0.7151  C164 1.480, H170 1.090, H171 1.090, H172 1.090
164 C -5.8290 -6.1104 1.6242  C163 1.480, O165 1.425, H173 1.090, H174 1.090
165 O -4.6347 -6.8562 1.8432  C164 1.425, C166 1.294
166 C -3.5269 -6.3035 2.2214  O165 1.294, O167 1.235, O168 1.349
167 O -3.3278 -5.0926 2.3636  C166 1.235
168 O -2.6910 -7.2964 2.5881  C166 1.349, C169 1.421
169 C -1.5934 -7.0355 3.4529  O168 1.421, H175 1.090, H176 1.090, H177 1.090
170 H -6.1318 -6.9016 -0.1931  C163 1.090
171 H -7.6973 -6.3678 0.5630  C163 1.090
172 H -6.8900 -7.8894 1.0085  C163 1.090
173 H -6.2734 -5.9267 2.6024  C164 1.090
174 H -5.6253 -5.1280 1.1983  C164 1.090
175 H -0.7541 -6.5628 2.9428  C169 1.090
176 H -1.1867 -7.9326 3.9199  C169 1.090
177 H -1.8833 -6.2921 4.1954  C169 1.090

Summary:
SMILES string: O=[N+]([O-])c1ccccc1.O=[N+]([O-])c1ccccc1.COP(=O)(OC)OC.COP(=O)(OC)OC.COP(=O)(OC)OC.COP(=O)(OC)OC.COP(=O)(OC)OC.COP(=O)(OC)OC.COP(=O)(OC)OC.CCOC(=O)OC.CCOC(=O)OC
Total charge: 0
Orbital gap: 8.6449 eV
HOMO level: -9.970 eV
LUMO: -1.3253 eV